1.
Computed, not measured: 5 unconnected molecules or ions with the total composition CH11NO4, with ωB97M-V/def2-TZVPD.

Summary:
**HOMO-LUMO gap**: 11.18 eV
**Structure (SMILES)**: C=N.O.O.O.O
**Multiplicity**: 1

Element x y z (Å)
C 4.568 4.095 0.824
N 3.889 5.120 0.490
H 4.233 3.110 0.515
H 5.488 4.245 1.385
H 4.346 5.939 0.910
O -1.058 -2.301 -0.363
H -1.332 -2.716 -1.194
H -1.543 -1.476 -0.196
O 0.583 2.983 0.405
H 1.349 3.575 0.464
H -0.094 3.452 0.934
O -3.302 -5.141 0.706
H -3.333 -4.380 0.143
H -3.041 -4.751 1.548
O -3.402 -3.720 -1.855
H -3.037 -4.200 -2.610
H -4.314 -3.833 -2.105

Mulliken population analysis, charges in e, atoms 1 to 8: -0.232, -0.478, 0.271, 0.217, 0.244, -0.636, 0.313, 0.318

***

2.
Computed, not measured: 4 unconnected molecules or ions with the total composition CH11NO4, with ωB97M-V/def2-TZVPD.

Summary:
**HOMO-LUMO gap**: 10.39 eV
**Structure (SMILES)**: NCO.O.O.O
**Multiplicity**: 1

Element x y z (Å)
N 1.689 3.155 -0.548
C 1.585 2.014 -1.519
O 0.318 1.452 -1.146
H 1.293 4.043 -0.787
H 2.668 3.133 -0.290
H 1.788 2.298 -2.544
H 2.382 1.428 -1.198
H 0.428 0.530 -1.395
O -2.073 -4.609 0.852
H -2.565 -4.168 1.619
H -1.778 -3.789 0.284
O -1.393 0.668 1.053
H -0.859 0.906 0.324
H -1.397 1.371 1.830
O 0.145 -2.106 0.930
H -0.266 -1.321 0.628
H 0.998 -1.839 0.962

Mulliken population analysis, charges in e, atoms 1 to 8: -0.507, -0.303, -0.576, 0.194, 0.208, 0.291, 0.315, 0.285

***

3.
Computed, not measured: 5 unconnected molecules or ions with the total composition CH11NO5, with ωB97M-V/def2-TZVPD.

Summary:
**HOMO-LUMO gap**: 10.63 eV
**Structure (SMILES)**: NC=O.O.O.O.O
**Multiplicity**: 1

Element x y z (Å)
N -0.652 0.743 1.151
C -1.853 0.225 0.894
O -2.722 0.669 0.168
H 0.042 0.163 1.597
H -0.376 1.621 0.738
H -1.938 -0.768 1.396
O 3.123 1.595 2.468
H 2.369 1.130 2.070
H 3.002 1.384 3.384
O 1.110 0.059 -1.474
H 0.327 0.427 -1.902
H 1.756 -0.196 -2.142
O 0.519 -2.432 -0.036
H 0.805 -1.520 -0.250
H 0.163 -2.814 -0.858
O -1.543 0.108 -2.310
H -1.817 -0.306 -3.130
H -2.314 -0.089 -1.762

Mulliken population analysis, charges in e, atoms 1 to 8: -0.236, 0.146, -0.638, 0.203, 0.197, 0.314, -0.627, 0.308

***

4.
Computed, not measured: 2 unconnected molecules or ions with the total composition CH11NP6, with ωB97M-V/def2-TZVPD.

Summary:
**HOMO-LUMO gap (alpha / beta)**: 6.31 / 6.31 eV
**Multiplicity**: 1

Element x y z (Å)
C 3.208 -1.129 -0.514
N -3.014 1.980 -0.097
P -3.893 -1.078 0.851
P 1.055 0.102 -2.741
P 1.541 -1.568 0.137
P -1.733 -1.105 1.273
P -1.455 -0.289 -0.686
P 0.592 0.322 -0.593
H 3.088 -1.334 -1.630
H 3.960 -1.468 0.111
H 3.374 -0.008 -0.425
H -2.257 2.466 0.426
H -2.933 2.120 -1.089
H -3.746 -1.832 -0.449
H -3.778 0.124 0.119
H -0.096 0.978 -2.805
H 1.945 1.050 -2.639
H 1.884 -1.274 1.499
H -1.279 -2.394 0.755

Mulliken population analysis, charges in e, atoms 1 to 8: -0.985, -0.686, -0.152, -0.142, -0.032, -0.054, 0.061, -0.022

***

5.
Computed, not measured: 5 unconnected molecules or ions with the total composition CH11O4S, with ωB97M-V/def2-TZVPD.

Summary:
**HOMO-LUMO gap**: 6.13 eV
**Total charge**: -1
**Multiplicity**: 1

Element x y z (Å)
C 1.598 -1.814 -1.451
S 0.233 -0.498 -1.510
H 2.351 -1.041 -1.519
H 1.408 -2.535 -0.671
H 1.689 -2.257 -2.433
H 0.263 1.867 1.170
H -0.037 0.346 0.886
O -0.136 1.072 1.526
H 0.902 -4.782 -3.286
H 0.447 -3.436 -2.578
O 0.789 -4.327 -2.452
H -0.455 2.498 4.545
H -0.537 1.714 3.108
O -0.978 2.263 3.787
H -2.491 3.278 -0.428
H -2.738 3.716 1.067
O -2.308 3.937 0.240

Mulliken population analysis, charges in e, atoms 1 to 8: -0.849, -0.721, 0.241, 0.218, 0.222, 0.310, 0.200, -0.671

***

6.
Computed, not measured: 5 unconnected molecules or ions with the total composition CH11O4S, with ωB97M-V/def2-TZVPD.

Summary:
**HOMO-LUMO gap**: 7.48 eV
**Total charge**: -1
**Multiplicity**: 1

Element x y z (Å)
C 0.277 -2.441 1.672
S 0.319 -0.659 2.249
H -0.362 -2.935 2.402
H 1.359 -2.626 1.897
H 0.012 -2.624 0.594
H -2.926 0.247 0.945
H -1.435 0.063 1.146
O -2.069 0.471 0.465
H 1.971 -0.552 -0.670
H 1.468 0.213 0.710
O 1.983 0.295 -0.180
H -0.595 1.390 -3.197
H 0.247 0.908 -4.631
O -0.515 1.375 -4.146
H -0.917 1.211 -0.933
H 0.604 1.142 -1.070
O -0.173 1.454 -1.542

Mulliken population analysis, charges in e, atoms 1 to 8: -0.648, -0.674, 0.244, 0.154, 0.215, 0.268, 0.219, -0.675

***

7.
Computed, not measured: 4 unconnected molecules or ions with the total composition CH12N2O3, with ωB97M-V/def2-TZVPD.

Summary:
**HOMO-LUMO gap (alpha / beta)**: 2.71 / 9.86 eV
**Total charge**: -1
**Multiplicity**: 2

Element x y z (Å)
N -1.412 0.699 1.148
C -1.532 -0.624 0.521
N -2.670 -0.681 -0.281
H -1.229 1.447 0.495
H -2.199 1.010 1.723
H -0.499 -0.776 -0.135
H -1.486 -1.405 1.366
H -2.379 -0.352 -1.240
H -2.898 -1.745 -0.427
H 3.293 -0.835 0.330
H 2.042 -0.271 1.091
O 2.410 -1.023 0.675
H 0.482 1.134 1.729
H 1.214 1.221 3.183
O 1.306 1.303 2.177
H 1.453 -0.487 -4.519
H 1.575 0.196 -3.242
O 1.084 0.280 -4.045

Mulliken population analysis, charges in e, atoms 1 to 8: -0.529, -1.295, -0.612, 0.401, 0.179, 0.331, 0.328, 0.408

***

8.
Computed, not measured: 5 unconnected molecules or ions with the total composition CH12N2O4, with ωB97M-V/def2-TZVPD.

Summary:
**HOMO-LUMO gap**: 10.37 eV
**Structure (SMILES)**: [H]/N=C/N.O.O.O.O
**Multiplicity**: 1

Element x y z (Å)
H 2.438 1.785 0.359
N 2.078 0.845 0.373
C 2.230 0.109 -0.647
N 1.637 -1.116 -0.670
H 2.805 0.358 -1.541
H 1.120 -1.351 0.160
H 1.677 -1.739 -1.454
O -5.491 0.323 -1.918
H -5.651 0.955 -2.626
H -6.330 0.266 -1.450
O 3.053 -1.974 2.024
H 2.782 -2.434 1.229
H 2.889 -1.049 1.785
O -0.165 -1.001 3.128
H 0.239 -0.153 2.925
H -1.085 -0.836 3.346
O -1.481 2.713 -1.584
H -2.043 2.103 -2.073
H -0.700 2.194 -1.366

Mulliken population analysis, charges in e, atoms 1 to 8: 0.187, -0.579, -0.029, -0.380, 0.406, 0.249, 0.176, -0.637